(i)
Below is the ion C2H4NO4 with charge -1, with properties calculated with ωB97M-V with the def2-TZVPD basis set.

Computed properties:
net charge = -1
orbital gap = 6.00 eV
2S+1 = 1
LUMO energy = 3.97 eV

Positions of all 11 atoms, in Å:
C1 -1.942 -0.212 0.162
O1 -1.022 0.633 0.739
C2 0.318 0.563 0.233
O2 1.118 1.232 0.798
O3 0.515 -0.221 -0.764
N1 1.755 -0.964 -0.325
O4 2.860 -0.214 -0.838
H1 -2.683 0.315 -0.454
H2 -2.502 -0.796 1.000
H3 -1.328 -0.965 -0.362
H4 2.912 0.630 -0.188



(ii)
Below is a cluster of 2 separate species, C2H4NO4 in total, with properties calculated with ωB97M-V with the def2-TZVPD basis set.

Computed properties:
net charge = -1
orbital gap = 9.31 eV
2S+1 = 1
LUMO energy = 3.91 eV

Positions of all 11 atoms, in Å:
O1 1.443 -0.203 0.427
C1 2.330 0.684 0.640
O2 2.176 1.833 1.026
H1 3.357 0.317 0.429
N1 -0.979 0.261 0.035
C2 -1.907 -0.636 -0.348
O3 -1.432 -1.521 -1.296
O4 -3.058 -0.753 0.027
H2 0.148 0.038 0.254
H3 -1.385 1.042 0.519
H4 -0.692 -1.063 -1.713



(ii) is preferred energetically. Next in line: 0.2239 hartree higher.



(i)
Below is a structure of composition C33H33EuNO4, with properties calculated with ωB97M-V with the def2-TZVPD basis set.

Computed properties:
net charge = +1
orbital gap (alpha / beta) = 6.04 / 7.31 eV
2S+1 = 7
LUMO energy (alpha / beta) = -3.88 / -2.64 eV

Positions of all 72 atoms, in Å:
Eu1 0.502 -0.551 -0.150
C1 -0.346 1.349 2.820
C2 -1.468 0.307 2.793
O1 -1.782 -0.069 1.456
C3 -2.851 0.663 0.857
C4 -2.428 1.217 -0.507
O2 -1.159 1.824 -0.333
C5 -0.717 2.581 -1.456
C6 0.648 3.182 -1.072
O3 1.359 2.274 -0.230
C7 1.697 2.802 1.049
C8 1.894 1.637 2.020
O4 0.740 0.808 2.075
H1 -0.708 2.278 2.360
H2 -0.031 1.544 3.854
H3 -1.136 -0.603 3.304
H4 -2.344 0.697 3.320
H5 -3.700 -0.018 0.729
H6 -3.143 1.488 1.513
H7 -2.364 0.405 -1.251
H8 -3.168 1.957 -0.839
H9 -0.621 1.926 -2.333
H10 -1.429 3.386 -1.687
H11 1.238 3.380 -1.974
H12 0.491 4.127 -0.547
H13 2.619 3.396 0.989
H14 0.891 3.453 1.414
H15 2.710 0.993 1.662
H16 2.144 2.022 3.016
C9 -0.409 -0.114 -4.899
C10 -1.394 -1.074 -5.058
C11 -1.690 -1.919 -4.006
C12 -1.039 -1.781 -2.775
C13 -0.099 -0.733 -2.530
C14 0.204 0.046 -3.664
C15 -1.205 -2.840 -1.754
C16 -1.412 -4.184 -2.166
C17 -1.430 -5.191 -1.248
C18 -1.231 -4.893 0.115
C19 -1.184 -5.884 1.112
C20 -0.933 -5.543 2.412
C21 -0.690 -4.204 2.752
C22 -0.725 -3.222 1.800
C23 -1.015 -3.533 0.455
N1 -1.031 -2.533 -0.470
H17 -0.123 0.510 -5.736
H18 -1.898 -1.193 -6.005
H19 -2.443 -2.683 -4.145
H20 0.994 0.793 -3.593
H21 -1.526 -4.415 -3.213
H22 -1.562 -6.223 -1.538
H23 -1.331 -6.916 0.829
H24 -0.897 -6.299 3.180
H25 -0.457 -3.957 3.778
H26 -0.500 -2.191 2.057
C24 3.598 -3.738 4.021
C25 2.865 -2.546 3.930
C26 2.375 -2.129 2.725
C27 2.595 -2.857 1.532
C28 2.141 -2.341 0.269
C29 2.404 -3.164 -0.823
C30 3.067 -4.401 -0.728
C31 3.506 -4.857 0.481
C32 3.304 -4.084 1.642
C33 3.795 -4.493 2.900
H27 3.987 -4.059 4.976
H28 2.702 -1.955 4.820
H29 1.799 -1.205 2.661
H30 2.098 -2.849 -1.823
H31 3.233 -4.983 -1.626
H32 4.020 -5.802 0.568
H33 4.334 -5.427 2.952



(ii)
Below is a structure of composition C33H33EuNO4, with properties calculated with ωB97M-V with the def2-TZVPD basis set.

Computed properties:
net charge = +1
orbital gap (alpha / beta) = 6.42 / 7.62 eV
2S+1 = 7
LUMO energy (alpha / beta) = -3.60 / -2.42 eV

Positions of all 72 atoms, in Å:
Eu1 0.424 0.329 -0.369
C1 3.058 -1.252 1.514
C2 1.945 -2.289 1.583
O1 1.152 -2.118 0.422
C3 0.158 -3.107 0.184
C4 -1.108 -2.807 0.979
O2 -1.401 -1.418 0.845
C5 -1.981 -0.809 1.992
C6 -0.926 -0.461 3.034
O3 0.159 0.153 2.357
C7 1.224 0.539 3.209
C8 2.405 0.937 2.327
O4 2.564 0.057 1.214
H1 3.733 -1.517 0.699
H2 3.619 -1.241 2.450
H3 1.343 -2.181 2.491
H4 2.397 -3.285 1.585
H5 0.535 -4.102 0.428
H6 -0.058 -3.051 -0.883
H7 -0.985 -3.068 2.033
H8 -1.932 -3.396 0.569
H9 -2.737 -1.457 2.442
H10 -2.461 0.101 1.633
H11 -0.572 -1.354 3.564
H12 -1.358 0.220 3.774
H13 1.489 -0.299 3.866
H14 0.933 1.388 3.833
H15 3.318 0.961 2.924
H16 2.231 1.923 1.895
C9 -2.234 4.056 1.170
C10 -2.114 4.917 0.091
C11 -1.346 4.536 -0.996
C12 -0.704 3.298 -1.001
C13 -0.798 2.390 0.078
C14 -1.586 2.828 1.150
C15 0.139 2.941 -2.165
C16 -0.249 3.312 -3.474
C17 0.548 2.993 -4.531
C18 1.778 2.335 -4.307
C19 2.678 2.012 -5.344
C20 3.865 1.395 -5.059
C21 4.202 1.092 -3.728
C22 3.339 1.379 -2.707
C23 2.095 1.986 -2.974
N1 1.250 2.252 -1.932
H17 -2.828 4.341 2.030
H18 -2.606 5.881 0.095
H19 -1.210 5.221 -1.825
H20 -1.692 2.191 2.026
H21 -1.202 3.801 -3.616
H22 0.258 3.245 -5.544
H23 2.418 2.271 -6.363
H24 4.555 1.149 -5.855
H25 5.153 0.621 -3.519
H26 3.599 1.170 -1.675
C24 3.193 -2.836 -4.432
C25 3.364 -2.330 -3.128
C26 2.342 -1.658 -2.520
C27 1.090 -1.452 -3.156
C28 0.026 -0.764 -2.475
C29 -1.134 -0.588 -3.207
C30 -1.294 -1.046 -4.533
C31 -0.284 -1.723 -5.153
C32 0.937 -1.952 -4.476
C33 2.010 -2.646 -5.088
H27 4.005 -3.372 -4.907
H28 4.312 -2.468 -2.623
H29 2.480 -1.257 -1.518
H30 -1.980 -0.067 -2.759
H31 -2.225 -0.858 -5.054
H32 -0.399 -2.091 -6.166
H33 1.869 -3.026 -6.093



(ii) is preferred energetically. Next in line: 0.0135 hartree higher.



(i)
Below is an isolated molecule of C2H6N4O2, with properties calculated with ωB97M-V with the def2-TZVPD basis set.

Computed properties:
net charge = 0
orbital gap = 9.56 eV
2S+1 = 1
LUMO energy = 0.62 eV

Positions of all 14 atoms, in Å:
O1 -2.034 -0.967 -0.041
N1 -1.715 -0.053 -0.936
C1 -1.039 0.961 -0.443
N2 -0.374 1.141 0.772
N3 0.252 0.042 1.279
C2 0.901 -0.874 0.516
N4 1.738 -0.988 -0.465
O2 2.150 0.370 -0.648
H1 -2.734 -1.407 -0.588
H2 -0.994 1.911 -1.124
H3 0.441 1.798 0.256
H4 -0.446 -0.418 1.845
H5 0.666 -1.915 0.615
H6 3.188 0.400 -1.038



(ii)
Below is an isolated molecule of C2H6N4O2, with properties calculated with ωB97M-V with the def2-TZVPD basis set.

Computed properties:
net charge = 0
orbital gap = 10.05 eV
2S+1 = 1
LUMO energy = 0.55 eV

Positions of all 14 atoms, in Å:
H1 1.685 -1.855 0.774
N1 1.074 -2.349 0.113
C1 0.308 -1.582 -0.518
N2 -0.345 -1.903 -1.678
O1 0.118 -0.248 -0.225
N3 0.435 0.169 1.060
C2 0.254 1.376 1.358
N4 -0.105 2.546 0.708
O2 -0.480 2.363 -0.716
H2 -0.401 -2.860 -1.891
H3 -1.210 -1.468 -1.867
H4 0.341 1.488 2.449
H5 -0.985 2.902 1.192
H6 -0.691 1.420 -0.759



(ii) is preferred energetically. Next in line: 0.1073 hartree higher.



(i)
Below is a cluster of 4 separate species, C6H19NO3 in total, with properties calculated with ωB97M-V with the def2-TZVPD basis set.

Computed properties:
net charge = 0
orbital gap = 10.23 eV
2S+1 = 1
LUMO energy = 0.74 eV

Positions of all 29 atoms, in Å:
C1 -1.061 -1.582 -2.385
C2 -0.032 -1.143 -1.681
C3 0.141 0.293 -1.269
C4 0.077 0.509 0.263
C5 0.339 1.999 0.562
N1 1.024 -0.383 0.941
C6 1.080 -0.167 2.395
H1 -1.197 -2.618 -2.673
H2 -1.886 -0.960 -2.719
H3 0.742 -1.825 -1.355
H4 -0.619 0.922 -1.736
H5 1.086 0.681 -1.669
H6 -0.940 0.272 0.584
H7 1.372 2.275 0.347
H8 0.129 2.212 1.611
H9 -0.353 2.633 0.005
H10 1.939 -0.259 0.512
H11 0.068 -0.143 2.786
H12 1.619 -1.007 2.830
H13 1.587 0.764 2.661
O1 -3.001 -1.173 1.013
H14 -2.199 -1.729 1.036
H15 -3.581 -1.626 0.415
O2 -0.791 -2.745 1.059
H16 -0.649 -3.029 1.971
H17 -0.083 -2.075 0.895
O3 2.117 3.271 -2.077
H18 1.425 2.667 -1.784
H19 1.649 3.967 -2.538



(ii)
Below is a cluster of 4 separate species, C6H19NO3 in total, with properties calculated with ωB97M-V with the def2-TZVPD basis set.

Computed properties:
net charge = 0
orbital gap = 8.94 eV
2S+1 = 1
LUMO energy = 0.42 eV

Positions of all 29 atoms, in Å:
C1 0.820 0.356 2.184
C2 0.204 -0.804 1.967
C3 -1.291 -0.812 1.678
C4 -1.759 -0.696 0.202
N1 -1.058 0.109 -0.766
C5 -1.389 1.564 -0.618
C6 -0.187 2.388 -1.047
H1 1.897 0.372 2.195
H2 0.431 1.342 2.405
H3 0.764 -1.696 1.748
H4 -1.786 0.017 2.198
H5 -1.642 -1.790 2.038
H6 -2.822 -0.479 0.242
H7 -1.750 -1.735 -0.145
H8 -0.037 0.087 -0.659
H9 -1.726 1.789 0.397
H10 -2.236 1.734 -1.293
H11 -0.603 3.321 -1.440
H12 0.559 2.583 -0.289
H13 0.292 1.927 -1.916
O1 2.276 1.170 -0.719
H14 3.163 1.273 -1.078
H15 2.322 1.328 0.226
O2 -0.133 -2.992 -0.083
H16 -0.146 -3.834 -0.543
H17 0.401 -2.323 -0.528
O3 2.040 -1.766 -2.085
H18 1.948 -1.000 -1.496
H19 1.447 -1.432 -2.771



(i) is preferred energetically. Next in line: 0.0422 hartree higher.



(i)
Below is a cluster of 2 separate species, C11H14N2O in total, with properties calculated with ωB97M-V with the def2-TZVPD basis set.

Computed properties:
net charge = 0
orbital gap = 8.81 eV
2S+1 = 1
LUMO energy = 0.64 eV

Positions of all 28 atoms, in Å:
C1 -1.368 0.261 -3.276
C2 -0.564 -0.156 -2.113
C3 0.755 -0.045 -1.847
N1 1.113 -0.682 -0.661
C4 -0.007 -1.434 -0.218
C5 -0.173 -2.336 0.835
C6 -1.413 -2.940 1.011
C7 -2.402 -2.698 0.055
C8 -2.205 -1.846 -0.996
C9 -1.028 -1.141 -1.184
H1 -1.736 -0.559 -3.909
H2 -0.897 0.972 -3.920
H3 -2.294 0.742 -2.893
H4 1.455 0.432 -2.492
H5 2.043 -0.808 -0.304
H6 0.599 -2.414 1.619
H7 -1.646 -3.459 1.934
H8 -3.356 -3.219 -0.016
H9 -2.997 -1.716 -1.745
C10 1.757 2.769 3.323
C11 2.114 2.961 1.849
N2 1.712 1.932 1.001
O1 2.668 3.961 1.469
H10 0.948 3.449 3.579
H11 2.654 2.982 3.866
H12 1.458 1.743 3.541
H13 1.703 1.952 0.001
H14 1.105 1.295 1.490



(ii)
Below is a cluster of 2 separate species, C11H14N2O in total, with properties calculated with ωB97M-V with the def2-TZVPD basis set.

Computed properties:
net charge = 0
orbital gap = 9.01 eV
2S+1 = 1
LUMO energy = 0.76 eV

Positions of all 28 atoms, in Å:
C1 1.601 -4.592 -0.852
C2 1.444 -3.258 -0.146
C3 2.575 -2.775 0.510
C4 2.473 -1.589 1.219
C5 1.291 -0.873 1.181
O1 1.382 0.476 1.466
C6 0.140 -1.333 0.525
C7 0.212 -2.600 -0.026
H1 2.322 -5.212 -0.326
H2 1.970 -4.429 -1.876
H3 0.598 -5.030 -0.922
H4 3.538 -3.252 0.390
H5 3.274 -1.097 1.761
H6 0.579 1.009 1.302
H7 -0.685 -0.632 0.640
H8 -0.654 -3.137 -0.383
C8 -3.277 2.807 0.978
C9 -2.220 2.767 -0.113
C10 -0.842 2.633 -0.005
N1 -0.397 2.683 -1.312
C11 -1.484 2.712 -2.114
N2 -2.598 2.822 -1.413
H9 -3.190 3.578 1.740
H10 -3.177 1.784 1.357
H11 -4.213 3.028 0.459
H12 -0.247 2.735 0.882
H13 0.559 2.758 -1.596
H14 -1.329 2.814 -3.173



(i) is preferred energetically. Next in line: 0.0392 hartree higher.



(i)
Below is a cluster of 3 separate species, C3H10NO3S in total, with properties calculated with ωB97M-V with the def2-TZVPD basis set.

Computed properties:
net charge = -1
orbital gap = 7.14 eV
2S+1 = 1
LUMO energy = 3.74 eV

Positions of all 18 atoms, in Å:
O1 -1.301 -0.241 2.583
C1 -1.196 -0.962 1.591
N1 -0.619 -0.615 0.455
C2 -0.747 -1.332 -0.788
C3 0.605 -1.664 -1.441
S1 1.222 -0.136 -2.248
H1 -1.449 -2.013 1.797
H2 -0.118 0.254 0.283
H3 -1.334 -0.819 -1.548
H4 -1.264 -2.289 -0.596
H5 0.508 -2.476 -2.160
H6 1.274 -2.037 -0.654
H7 -0.001 2.491 1.548
H8 -1.060 1.469 1.934
O2 -0.956 2.388 1.645
H9 1.697 1.188 -0.403
H10 1.152 2.632 -0.387
O3 1.515 1.948 0.186



(ii)
Below is a cluster of 3 separate species, C3H10NO3S in total, with properties calculated with ωB97M-V with the def2-TZVPD basis set.

Computed properties:
net charge = -1
orbital gap = 7.00 eV
2S+1 = 1
LUMO energy = 3.66 eV

Positions of all 18 atoms, in Å:
C1 -1.061 -0.616 -1.096
C2 -0.039 0.496 -0.793
S1 1.634 -0.260 -0.487
C3 -1.339 -1.548 0.007
N1 -0.418 -2.521 0.342
O1 -2.407 -1.574 0.621
H1 -0.610 -1.273 -1.880
H2 -1.954 -0.174 -1.506
H3 -0.359 0.931 0.131
H4 0.159 1.229 -1.602
H5 -0.595 -3.346 0.873
H6 0.453 -2.530 -0.166
H7 1.800 0.949 2.075
H8 0.355 0.597 2.232
O2 0.956 1.338 2.381
H9 1.825 2.618 -0.690
H10 0.539 2.516 0.019
O3 1.060 3.168 -0.461



(i) is preferred energetically. Next in line: 0.0032 hartree higher.



(i)
Below is an isolated molecule of CH4N2O3, with properties calculated with ωB97M-V with the def2-TZVPD basis set.

Computed properties:
net charge = 0
orbital gap = 10.23 eV
2S+1 = 1
LUMO energy = 0.76 eV

Positions of all 10 atoms, in Å:
N1 1.978 -0.500 -0.437
O1 0.613 -0.781 -0.056
N2 0.086 0.357 0.548
C1 -1.229 0.621 0.360
O2 -1.773 1.693 0.572
O3 -1.951 -0.430 -0.074
H1 1.942 -0.727 -1.431
H2 2.459 -1.285 0.005
H3 0.733 1.123 0.652
H4 -2.857 -0.069 -0.139



(ii)
Below is an isolated molecule of CH4N2O3, with properties calculated with ωB97M-V with the def2-TZVPD basis set.

Computed properties:
net charge = 0
orbital gap = 11.15 eV
2S+1 = 1
LUMO energy = 0.31 eV

Positions of all 10 atoms, in Å:
N1 -0.887 -1.043 -0.404
C1 -0.259 0.236 -0.284
O1 -0.603 1.177 0.699
N2 1.209 -0.146 0.105
O2 1.389 -1.121 0.805
O3 2.015 0.732 -0.064
H1 -0.664 -1.629 0.450
H2 -1.914 -0.955 -0.639
H3 -0.067 0.737 -1.298
H4 -0.220 2.011 0.630



(i) is preferred energetically. Next in line: 0.0210 hartree higher.



(i)
Below is a structure of composition C5H10N3S, with properties calculated with ωB97M-V with the def2-TZVPD basis set.

Computed properties:
net charge = +1
orbital gap = 9.55 eV
2S+1 = 1
LUMO energy = -3.60 eV

Positions of all 19 atoms, in Å:
C1 1.723 -1.164 -0.281
C2 1.277 -1.092 1.129
C3 0.134 -0.237 1.678
C4 -0.815 0.108 0.532
C5 -0.151 0.576 -0.704
N1 1.272 -0.582 -1.283
N2 1.988 -1.724 1.947
N3 -1.082 0.742 -1.906
S1 0.458 2.235 -0.370
H1 2.709 -1.871 -0.416
H2 -0.326 -0.902 2.547
H3 0.593 0.661 2.060
H4 -1.337 -0.788 0.119
H5 -1.520 0.789 1.094
H6 1.887 -1.745 2.938
H7 -0.482 0.854 -2.769
H8 -1.585 1.545 -1.653
H9 -1.439 -0.200 -2.139
H10 1.718 2.077 -0.761



(ii)
Below is a cluster of 2 separate species, C5H10N3S in total, with properties calculated with ωB97M-V with the def2-TZVPD basis set.

Computed properties:
net charge = +1
orbital gap = 8.45 eV
2S+1 = 1
LUMO energy = -3.94 eV

Positions of all 19 atoms, in Å:
C1 0.820 -2.125 -0.892
C2 0.021 -0.360 0.057
C3 0.134 -1.115 2.356
C4 0.080 -0.285 -2.451
C5 -0.742 3.646 0.449
N1 0.809 -2.338 0.346
N2 0.374 -1.326 0.960
N3 0.251 -0.958 -1.220
S1 -1.091 2.473 1.433
H1 0.930 -2.966 -1.510
H2 -0.669 -1.778 2.643
H3 0.925 -1.205 3.059
H4 -0.135 -0.070 2.503
H5 0.250 0.696 -2.209
H6 0.815 -0.675 -3.079
H7 -0.901 -0.377 -2.958
H8 -0.711 4.597 0.987
H9 -0.653 3.770 -0.682
H10 -0.508 0.395 0.208



(ii) is preferred energetically. Next in line: 0.0159 hartree higher.